1.
This record from OMol25 describes C16H23N3OS in the gas phase in a non-equilibrium geometry. The level of theory is ωB97M-V/def2-TZVPD.

Geometry (Å):
C: 7.732679 -0.406425 -0.655647
C: 7.360354 -0.908403 0.734219
C: 5.878559 -0.739359 1.074714
C: 4.936961 -1.578658 0.200249
C: 4.319209 -0.780800 -0.957869
C: 3.419438 0.308701 -0.424007
O: 3.749254 1.466838 -0.258113
N: 2.193867 -0.130277 -0.043515
H: 1.793699 -1.017024 -0.311294
N: 1.250790 0.783861 0.447990
C: 0.000115 0.733118 -0.069469
N: -0.481866 -0.263953 -0.679267
C: -1.851375 -0.102602 -1.063614
H: -2.390780 -1.032380 -0.867738
H: -1.887042 0.084180 -2.143588
C: -2.498657 1.066899 -0.285881
H: -3.129727 1.675460 -0.934286
C: -3.292919 0.597870 0.937181
C: -4.519878 -0.160958 0.517788
C: -5.609675 0.516020 -0.017307
C: -6.731708 -0.174218 -0.437250
C: -6.779459 -1.554047 -0.328241
C: -5.701894 -2.236975 0.207468
C: -4.579257 -1.543968 0.626911
H: -3.744417 -2.083656 1.052260
H: -5.734647 -3.312685 0.300574
H: -7.655383 -2.093837 -0.656098
H: -7.572155 0.365134 -0.849009
H: -5.579424 1.593513 -0.098129
H: -2.648198 -0.030264 1.556016
H: -3.580330 1.475150 1.521829
S: -1.093233 2.106458 0.257580
H: 1.685745 1.692529 0.590253
H: 3.745563 -1.450239 -1.601458
H: 5.103926 -0.306638 -1.544612
H: 4.124497 -1.975263 0.813213
H: 5.482246 -2.430496 -0.211272
H: 5.741558 -1.025924 2.119682
H: 5.609631 0.314175 0.987992
H: 7.942745 -0.354775 1.474386
H: 7.633846 -1.962997 0.824564
H: 8.812527 -0.430876 -0.786843
H: 7.394783 0.618520 -0.790550
H: 7.288189 -1.027913 -1.429177

Cartesian forces (eV/Å) of the 3 atoms listed first:
C 0.1 -0.1 0.2
C -0.1 0.2 0.0
C 0.2 -0.2 0.1

- ΔE to the lowest compared entry with this formula, charge and spin: 171.3 kJ/mol
- SMILES string: CCCCCC(=O)NNC1=NC[C@@H](Cc2ccccc2)S1
- Multiplicity: 1
- Gap between HOMO and LUMO: 9.42 eV

Now the natural (NBO) charges, all in e: atom 1 (C): -0.612, atom 2 (C): -0.385, atom 3 (C): -0.412, atom 4 (C): -0.389, atom 5 (C): -0.491, atom 6 (C): 0.662, atom 7 (O): -0.638, atom 8 (N): -0.453, atom 9 (H): 0.422, atom 10 (N): -0.445, atom 11 (C): 0.294, atom 12 (N): -0.537, atom 13 (C): -0.243, atom 14 (H): 0.211, atom 15 (H): 0.202, atom 16 (C): -0.319, atom 17 (H): 0.229, atom 18 (C): -0.459, atom 19 (C): 0.074, atom 20 (C): -0.247, atom 21 (C): -0.200, atom 22 (C): -0.222, atom 23 (C): -0.191, atom 24 (C): -0.253, atom 25 (H): 0.212, atom 26 (H): 0.212, atom 27 (H): 0.214, atom 28 (H): 0.213, atom 29 (H): 0.208, atom 30 (H): 0.219, atom 31 (H): 0.222, atom 32 (S): 0.189, atom 33 (H): 0.423, atom 34 (H): 0.216, atom 35 (H): 0.236, atom 36 (H): 0.207, atom 37 (H): 0.205, atom 38 (H): 0.207, atom 39 (H): 0.218, atom 40 (H): 0.201, atom 41 (H): 0.190, atom 42 (H): 0.211, atom 43 (H): 0.208, atom 44 (H): 0.195

---

2.
This record from OMol25 describes C4H9NO2 in the gas phase in a non-equilibrium geometry. The level of theory is ωB97M-V/def2-TZVPD.

Geometry (Å):
N: 1.348105 0.369318 1.411443
C: 1.382586 -0.923858 1.004041
O: 2.143427 -1.750606 1.486614
C: 0.317788 -1.263809 -0.075531
C: -1.053428 -0.470331 -0.152199
C: -1.156006 0.825196 -1.012384
O: -0.225747 1.794259 -0.543714
H: 2.057595 0.671977 2.060072
H: 0.908848 1.048963 0.802802
H: 0.618197 -1.002088 -1.079973
H: 0.200687 -2.357546 0.019490
H: -1.804430 -1.141869 -0.595205
H: -1.369283 -0.214810 0.855877
H: -1.004301 0.651874 -2.093826
H: -2.183811 1.230156 -0.925144
H: -0.180226 2.533178 -1.162362

Cartesian forces (eV/Å) of the 3 atoms listed first:
N 0.1 0.1 -0.1
C -0.3 0.2 -0.1
O -0.6 0.2 -0.5

- ΔE to the lowest compared entry with this formula, charge and spin: 89.0 kJ/mol
- SMILES string: NC(=O)CCCO
- Multiplicity: 1
- Gap between HOMO and LUMO: 10.01 eV

Now the natural (NBO) charges, all in e: atom 1 (N): -0.838, atom 2 (C): 0.678, atom 3 (O): -0.622, atom 4 (C): -0.515, atom 5 (C): -0.420, atom 6 (C): -0.061, atom 7 (O): -0.752, atom 8 (H): 0.396, atom 9 (H): 0.419, atom 10 (H): 0.223, atom 11 (H): 0.241, atom 12 (H): 0.220, atom 13 (H): 0.214, atom 14 (H): 0.162, atom 15 (H): 0.171, atom 16 (H): 0.484